w | The following is a quantum chemistry calculation of a structure of composition C6H11N3, from the Open Molecules 2025 dataset.

The geometry in XYZ format:
```
20
Properties=species:S:1:pos:R:3:nbo_charge:R:1
H 2.82 0.23 1.23 0.30
C -2.26 -1.23 -1.05 -0.44
C 2.19 0.00 0.33 -0.25
N 0.28 0.90 1.46 -0.04
C -0.98 0.97 1.76 0.02
H 2.25 1.99 -0.47 0.25
H -1.91 -1.29 -2.14 0.31
N 0.73 0.09 0.54 -0.03
H -1.32 1.56 2.63 0.30
H 1.94 0.73 -1.87 0.23
H 3.43 0.88 -1.31 0.27
H -3.27 -0.70 -1.05 0.27
C -0.09 -0.64 -0.19 0.35
H 2.39 -1.06 0.16 0.25
H -2.44 -2.14 -0.50 0.27
N -1.42 -0.53 -0.01 -0.25
C -1.91 0.13 1.10 0.16
H 0.36 -1.11 -1.02 0.28
H -3.25 0.21 1.32 0.37
C 2.46 0.99 -0.92 -0.62
```

Summary:
- HOMO-LUMO gap (eV) = 9.29
- LUMO (eV) = -10.9710
- charge = +2
- HOMO energy (eV) = -20.2563

---

x | The following is a quantum chemistry calculation of the ion C6H11N3 with charge +2, from the Open Molecules 2025 dataset.

The geometry in XYZ format:
```
20
Properties=species:S:1:pos:R:3:nbo_charge:R:1
C -0.50 -0.80 -0.23 0.41
N 0.31 1.70 0.16 -0.31
C 1.16 0.80 -0.53 0.09
H -1.67 2.26 0.54 0.28
H 2.55 -1.21 -1.33 0.26
N -1.37 0.21 -0.09 -0.38
H -3.34 0.42 -0.95 0.26
C -2.84 -0.04 -0.09 -0.41
H 2.20 2.60 0.22 0.26
C 2.04 -1.47 -0.39 -0.38
H 1.63 -2.42 -0.47 0.24
C 1.68 1.81 0.56 -0.14
H 2.55 -1.26 0.62 0.27
H -1.00 -1.86 -0.20 0.29
N 0.78 -0.63 -0.27 -0.28
H -3.02 -1.19 -0.10 0.26
H 2.01 1.59 1.60 0.29
C -0.99 1.52 0.18 0.47
H -3.16 0.41 0.79 0.23
H 1.28 0.94 -1.57 0.26
```

Summary:
- HOMO-LUMO gap (eV) = 9.30
- LUMO (eV) = -10.1391
- charge = +2
- HOMO energy (eV) = -19.4347
- SMILES = CN1C=[N+](C)[C@@H]2C[N+]2=C1

---

Decreasing stability: x, w

---

w | The following is a quantum chemistry calculation of the ion C5H9NO2 with charge -1, from the Open Molecules 2025 dataset.

The geometry in XYZ format:
```
17
Properties=species:S:1:pos:R:3:lowdin_spin:R:1
H 1.00 -0.29 2.26 0.00
H 0.43 -2.00 2.32 0.00
C 1.83 0.81 -0.41 0.11
C 0.59 -1.13 1.69 0.01
H -1.02 -1.60 0.31 0.00
O 2.91 0.25 -0.60 0.19
N -0.52 0.44 0.06 0.13
H -2.32 1.52 -0.03 0.02
C -1.86 0.70 -0.64 0.02
H 1.79 1.72 0.22 0.01
H -1.49 -0.56 1.60 0.00
H 1.41 -1.35 0.99 0.00
O -2.66 -0.34 -0.79 0.04
H 0.37 -0.17 -1.77 0.02
C -0.66 -0.76 0.91 0.03
H -1.56 1.16 -1.63 0.00
C 0.56 0.36 -0.83 0.41
```

Summary:
- spin multiplicity = 2
- HOMO-LUMO gap (spin up / spin down) (eV) = 7.01 / 6.05
- LUMO (spin up / spin down) (eV) = 3.9248 / 3.0096
- charge = -1
- HOMO energy (spin up / spin down) (eV) = -3.0803 / -3.0424

---

x | The following is a quantum chemistry calculation of the ion C5H9NO2 with charge -1, from the Open Molecules 2025 dataset.

The geometry in XYZ format:
```
17
Properties=species:S:1:pos:R:3:lowdin_spin:R:1
H -2.29 -1.85 -0.01 0.00
H -2.25 -0.17 -0.04 0.01
O 1.16 1.71 2.54 0.31
H -0.16 -1.69 -1.08 0.00
N 0.17 0.28 -0.67 0.01
C -0.27 -1.05 -0.20 0.01
H -0.02 -0.36 -2.61 0.00
H 0.85 2.17 0.05 0.02
H 0.12 0.03 2.01 0.04
C 0.96 1.10 0.24 0.11
H -1.72 -0.97 1.46 0.01
H 2.07 0.91 0.10 0.04
H 0.37 -1.44 0.59 0.01
C 0.62 0.30 -1.99 0.00
C 0.69 0.92 1.67 0.42
O 1.39 1.12 -2.44 0.01
C -1.70 -1.02 0.37 0.02
```

Summary:
- spin multiplicity = 2
- HOMO-LUMO gap (spin up / spin down) (eV) = 3.33 / 6.98
- LUMO (spin up / spin down) (eV) = 3.7131 / 3.6676
- charge = -1
- HOMO energy (spin up / spin down) (eV) = 0.3858 / -3.3076

---

Decreasing stability: x, w

---

w | The following is a quantum chemistry calculation of the ion C10H12N3 with charge +1, from the Open Molecules 2025 dataset.

The geometry in XYZ format:
```
25
Properties=species:S:1:pos:R:3:nbo_charge:R:1
H -2.57 -1.68 1.88 0.23
C -2.39 -1.08 0.93 -0.43
C 0.71 -0.77 -0.45 0.51
N -1.10 -0.27 1.00 -0.59
C 0.02 1.45 -0.31 -0.40
H -0.55 -0.80 1.68 0.39
H 1.45 2.97 0.17 0.29
C 4.24 -1.16 -0.37 0.13
H -2.44 0.49 -1.10 0.25
H -2.01 -1.23 -1.53 0.26
H -0.73 2.08 0.14 0.28
H -0.03 1.65 -1.39 0.26
N 3.60 1.04 0.26 -0.31
C -1.55 -0.19 -1.37 -0.63
H -1.09 0.18 -2.35 0.24
C 2.32 0.84 0.24 0.13
C -0.53 -0.03 -0.27 -0.03
N 3.01 -1.49 -0.31 -0.36
C 4.54 0.21 0.15 0.06
H -2.26 -1.88 0.13 0.18
C 1.38 1.83 0.16 -0.06
H 5.57 0.62 0.27 0.23
H 5.15 -1.72 -0.58 0.24
H -3.28 -0.51 0.75 0.21
C 1.96 -0.63 -0.23 -0.07
```

Summary:
- HOMO-LUMO gap (spin up / spin down) (eV) = 6.56 / 6.56
- LUMO (spin up / spin down) (eV) = -6.2096 / -6.2115
- charge = +1
- HOMO energy (spin up / spin down) (eV) = -12.7682 / -12.7679

---

x | The following is a quantum chemistry calculation of the ion C10H12N3 with charge +1, from the Open Molecules 2025 dataset.

The geometry in XYZ format:
```
25
Properties=species:S:1:pos:R:3:nbo_charge:R:1
H -3.25 0.30 0.13 0.27
H -2.57 -1.51 2.08 0.24
C 0.44 -0.32 -0.83 0.43
N 0.13 0.36 0.32 -0.28
C -0.59 -0.94 -1.69 -0.29
H 4.06 1.95 0.41 0.26
C 1.29 0.92 0.88 -0.06
H 4.43 0.23 0.47 0.25
H -2.52 -1.63 -1.74 0.22
C -1.85 -1.01 -1.30 -0.05
H -1.23 0.65 1.83 0.27
C 2.30 0.64 0.02 0.18
H -3.09 -2.35 0.61 0.24
H -1.42 -2.20 0.97 0.22
H -0.11 -1.35 -2.61 0.26
H 4.00 1.00 -1.16 0.23
N 1.78 -0.11 -1.02 -0.48
H 1.34 1.41 1.84 0.26
C -2.41 -1.66 1.04 -0.63
N -1.76 3.10 0.14 -0.21
H 2.41 -0.61 -1.67 0.46
C 3.80 0.93 -0.02 -0.65
C -1.53 2.02 0.39 0.21
C -1.29 0.62 0.73 -0.13
C -2.37 -0.43 0.18 -0.21
```

Summary:
- HOMO-LUMO gap (eV) = 9.23
- LUMO (eV) = -4.0654
- charge = +1
- HOMO energy (eV) = -13.2997
- SMILES = Cc1cn2c([nH+]1)C=C[C@@H](C)[C@@H]2C#N

---

Decreasing stability: x, w